No. 1
{
  "formula": "C22H40N9OScSi2",
  "method": "ωB97M-V/def2-TZVPD",
  "elements": ["Sc", "N", "C", "C", "N", "C", "C", "N", "H", "H", "H", "H", "H", "H", "H", "H", "H", "H", "H", "H", "H", "C", "Si", "C", "C", "N", "C", "C", "C", "C", "C", "C", "N", "Si", "C", "C", "C", "H", "H", "H", "H", "H", "H", "H", "H", "H", "H", "H", "H", "H", "H", "H", "H", "H", "H", "H", "H", "H", "H", "N", "C", "C", "C", "N", "C", "N", "C", "C", "N", "O", "H", "H", "H", "H", "H"],
  "positions_angstrom": [[-0.154, 0.310, 0.287], [-2.465, 0.124, 0.381], [-3.054, 0.895, 1.478], [-2.337, 0.571, 2.782], [-0.872, 0.401, 2.604], [-0.062, 1.101, 3.615], [0.312, 2.480, 3.111], [1.167, 2.317, 1.937], [-2.850, 0.400, -0.517], [-2.611, -0.878, 0.476], [-4.126, 0.714, 1.596], [-2.916, 1.946, 1.236], [-2.749, -0.340, 3.227], [-2.521, 1.374, 3.495], [-0.682, -0.593, 2.693], [0.849, 0.519, 3.769], [-0.580, 1.149, 4.577], [0.765, 3.063, 3.919], [-0.587, 3.022, 2.805], [2.057, 1.908, 2.200], [1.355, 3.220, 1.512], [0.975, -2.312, 2.909], [0.183, -3.047, 1.355], [1.488, -4.161, 0.592], [-1.225, -4.075, 2.073], [-0.293, -1.822, 0.228], [-0.662, -2.221, -1.068], [-1.162, -3.487, -1.379], [-1.433, -3.874, -2.687], [-1.218, -2.980, -3.717], [-0.754, -1.699, -3.433], [-0.499, -1.283, -2.128], [-0.008, -0.005, -1.781], [0.082, 1.379, -2.853], [-1.596, 2.187, -3.086], [1.403, 2.503, -2.119], [0.716, 1.045, -4.597], [1.581, -3.115, 3.343], [0.280, -2.024, 3.704], [1.635, -1.471, 2.699], [1.756, -4.972, 1.275], [2.393, -3.573, 0.409], [1.183, -4.601, -0.358], [-0.853, -4.667, 2.915], [-1.706, -4.764, 1.378], [-2.002, -3.411, 2.467], [-1.332, -4.198, -0.581], [-1.809, -4.870, -2.885], [-1.411, -3.263, -4.745], [-0.603, -1.012, -4.252], [-2.174, 2.282, -2.168], [-2.177, 1.581, -3.788], [-1.505, 3.188, -3.517], [1.515, 2.433, -1.034], [1.219, 3.555, -2.356], [2.366, 2.233, -2.563], [-0.030, 0.646, -5.284], [1.595, 0.396, -4.622], [1.023, 2.018, -4.996], [-0.860, 2.435, 0.086], [-0.860, 3.585, -0.069], [-0.837, 4.963, -0.133], [-1.254, 5.622, -1.313], [-1.610, 6.132, -2.285], [-0.238, 5.613, 0.971], [0.265, 6.050, 1.914], [4.170, -0.847, 0.814], [2.873, -0.532, 0.133], [2.747, -0.756, -1.164], [1.928, -0.054, 0.804], [4.757, -1.586, 0.272], [3.957, -1.208, 1.818], [4.757, 0.069, 0.895], [3.490, -1.181, -1.689], [1.832, -0.545, -1.588]],
  "e_above_lowest_ev": 0.000,
  "homo_energy_ev": -7.0,
  "e_tot_ev": -75384.9863,
  "charge": 0,
  "orbital_gap_ev": 7.097
}

=====

No. 2
{
  "formula": "C22H41BFI3N3O20S4",
  "method": "ωB97M-V/def2-TZVPD",
  "elements": ["C", "C", "O", "B", "O", "C", "C", "N", "I", "C", "N", "C", "F", "C", "C", "C", "I", "C", "C", "I", "N", "C", "C", "C", "O", "O", "H", "H", "H", "H", "H", "H", "H", "H", "H", "H", "H", "H", "H", "H", "H", "H", "H", "H", "H", "H", "H", "H", "H", "H", "H", "C", "C", "O", "S", "O", "O", "O", "H", "H", "H", "H", "C", "C", "O", "S", "O", "O", "O", "H", "H", "H", "H", "C", "C", "O", "S", "O", "O", "O", "H", "H", "H", "H", "C", "C", "O", "S", "O", "O", "O", "H", "H", "H", "H"],
  "positions_angstrom": [[-3.782, 5.954, 2.699], [-2.840, 6.736, 1.807], [-2.097, 5.805, 0.983], [-0.822, 6.167, 0.658], [-0.619, 7.249, -0.165], [0.472, 5.409, 1.281], [0.093, 4.850, 2.640], [1.292, 3.968, 2.920], [2.605, 5.246, 3.963], [1.711, 3.549, 1.660], [2.711, 2.696, 1.445], [3.114, 2.323, 0.074], [3.053, 3.415, -0.749], [2.449, 1.097, -0.571], [1.292, 0.414, 0.174], [3.530, 2.144, 2.546], [4.082, 0.068, 2.366], [4.858, 2.972, 2.726], [6.125, 2.463, 2.021], [5.315, 2.877, 4.836], [0.964, 4.151, 0.692], [0.115, 3.474, -0.279], [-1.193, 2.865, 0.310], [-1.700, 1.862, -0.703], [-1.718, 2.146, -1.883], [-2.085, 0.672, -0.221], [-3.258, 5.417, 3.490], [-4.566, 6.595, 3.099], [-4.270, 5.201, 2.076], [-2.164, 7.360, 2.400], [-3.425, 7.401, 1.170], [-0.083, 7.036, -0.936], [1.237, 6.186, 1.328], [-0.050, 5.600, 3.415], [-0.835, 4.280, 2.641], [4.176, 2.100, 0.158], [2.108, 1.360, -1.572], [3.219, 0.341, -0.719], [0.752, 1.060, 0.867], [1.608, -0.456, 0.740], [0.551, 0.052, -0.540], [2.980, 2.189, 3.480], [4.684, 3.997, 2.414], [6.664, 1.727, 2.608], [5.957, 2.114, 1.004], [6.806, 3.315, 1.944], [-0.194, 4.155, -1.071], [0.632, 2.684, -0.812], [-0.998, 2.403, 1.277], [-1.950, 3.646, 0.351], [-2.051, 0.062, -0.973], [-0.079, -2.677, 2.927], [-1.067, -3.817, 3.057], [-2.178, -3.401, 2.238], [-1.645, -2.557, 0.997], [-1.545, -3.403, -0.142], [-2.329, -1.317, 0.928], [-0.179, -2.279, 1.551], [-0.355, -1.832, 3.559], [0.943, -2.974, 3.150], [-1.394, -3.979, 4.079], [-0.670, -4.750, 2.653], [-1.748, -1.059, 8.065], [-2.521, -1.075, 6.763], [-2.010, 0.058, 6.041], [-0.470, 0.277, 6.396], [0.337, -0.313, 5.382], [-0.280, 1.630, 6.771], [-0.421, -0.658, 7.682], [-2.144, -0.318, 8.760], [-1.718, -2.031, 8.550], [-3.593, -0.978, 6.903], [-2.310, -1.976, 6.182], [-0.735, -4.287, -3.453], [-1.718, -5.399, -3.163], [-1.840, -6.089, -4.417], [-0.450, -6.037, -5.202], [0.267, -7.238, -4.979], [-0.702, -5.561, -6.515], [0.228, -4.876, -4.337], [-1.217, -3.457, -3.974], [-0.246, -3.917, -2.557], [-2.685, -5.030, -2.835], [-1.325, -6.096, -2.421], [-0.400, -6.191, -10.174], [-1.379, -7.305, -9.881], [-1.492, -8.006, -11.128], [-0.098, -7.952, -11.910], [0.625, -9.148, -11.670], [-0.345, -7.488, -13.227], [0.571, -6.782, -11.047], [-0.883, -5.367, -10.704], [0.081, -5.811, -9.277], [-2.350, -6.939, -9.562], [-0.984, -7.994, -9.131]],
  "homo_energy_ev": -11.8,
  "e_tot_ev": -139926.9487,
  "charge": 1,
  "orbital_gap_ev": 7.377
}

=====

No. 3
{
  "formula": "C22H41BIrN6O3SSi",
  "method": "ωB97M-V/def2-TZVPD",
  "elements": ["H", "N", "B", "N", "C", "Ir", "H", "C", "H", "C", "H", "C", "H", "H", "H", "N", "N", "N", "N", "C", "C", "H", "H", "C", "C", "C", "C", "H", "H", "H", "H", "H", "C", "C", "C", "C", "O", "Si", "S", "O", "C", "C", "C", "C", "O", "C", "C", "C", "C", "H", "H", "H", "H", "H", "H", "H", "H", "H", "H", "H", "H", "H", "H", "H", "H", "H", "H", "H", "H", "H", "H", "H", "H", "H", "H", "H"],
  "positions_angstrom": [[0.619, 3.037, -1.845], [0.269, 1.683, -3.431], [-0.074, 0.390, -5.591], [0.307, 1.707, -4.820], [0.633, 2.964, -5.176], [0.123, 0.102, -2.321], [0.715, 3.200, -6.215], [0.822, 3.726, -4.023], [1.099, 4.751, -3.954], [0.583, 2.911, -2.931], [-0.056, 0.515, -6.781], [-1.624, -2.422, -0.828], [-0.956, -2.907, -0.089], [-0.966, -1.849, -1.521], [-2.231, -3.181, -1.350], [-1.441, -0.008, -5.002], [0.903, -0.734, -5.092], [-1.593, -0.166, -3.644], [0.965, -0.998, -3.728], [-2.613, -0.270, -5.632], [1.700, -1.630, -5.713], [-2.661, -0.199, -6.720], [1.800, -1.597, -6.775], [-3.555, -0.592, -4.660], [2.288, -2.446, -4.746], [-2.882, -0.532, -3.427], [1.816, -2.042, -3.511], [-4.594, -0.836, -4.853], [2.980, -3.240, -4.907], [-3.275, -0.744, -2.438], [2.005, -2.363, -2.487], [-2.336, -1.717, -0.341], [-1.211, -2.677, 2.699], [-1.923, -1.347, 2.516], [-3.276, -1.400, 1.828], [-2.126, -0.815, 3.913], [-1.121, -0.374, 1.733], [0.446, 0.083, 1.536], [1.182, 0.003, -0.447], [0.800, 1.591, 2.126], [-0.021, 2.569, 2.826], [-1.350, 2.716, 2.102], [-0.206, 2.137, 4.271], [0.735, 3.892, 2.811], [1.310, -0.982, 2.455], [2.688, -0.900, 2.888], [3.625, -0.568, 1.734], [2.818, 0.166, 3.964], [3.008, -2.278, 3.452], [-1.835, -3.312, 3.347], [-0.267, -2.521, 3.237], [-1.020, -3.233, 1.778], [-3.934, -2.146, 2.281], [-3.773, -0.426, 1.895], [-3.222, -1.677, 0.782], [-1.172, -0.796, 4.448], [-2.594, 0.174, 3.907], [-2.793, -1.490, 4.462], [-1.919, 1.779, 2.128], [-1.947, 3.498, 2.588], [-1.174, 3.013, 1.060], [0.758, 2.092, 4.795], [-0.845, 2.866, 4.789], [-0.697, 1.160, 4.330], [1.697, 3.822, 3.331], [0.908, 4.251, 1.792], [0.147, 4.659, 3.328], [3.481, 0.462, 1.383], [4.660, -0.644, 2.097], [3.505, -1.271, 0.901], [2.123, -0.023, 4.793], [3.843, 0.153, 4.361], [2.631, 1.162, 3.546], [2.340, -2.527, 4.286], [2.912, -3.049, 2.678], [4.040, -2.305, 3.823]],
  "e_above_lowest_ev": 0.865,
  "homo_energy_ev": [-13.5, -14.5],
  "e_tot_ev": -60775.9281,
  "charge": 2,
  "multiplicity": 6,
  "orbital_gap_ev": [9.141, 3.543]
}